180
Properties=species:S:1:pos:R:3:forces:R:3 method="wB97M-V/def2-TZVPD" orbital_gap_ev=8.66 multiplicity=1 smiles=COCCNCCOC.COCCNCCOC.COCCNCCOC.COCCNCCOC.COCCNCCOC.COCCNCCOC.COCCNCCOC.O.O.O.O lumo_energy_ev=0.204 e_above_lowest_kj_mol=743.2 total_energy_ev=-92656.2895
C 6.008 4.694 -22.745 0.06 1.23 -0.04
O 5.192 4.983 -21.672 -1.79 -0.41 0.84
C 5.605 5.777 -20.569 0.39 -1.81 -1.15
C 6.538 4.854 -19.731 0.72 2.14 0.10
N 7.934 5.169 -20.173 -1.61 0.74 0.69
C 8.990 4.781 -19.265 0.80 -1.34 -0.17
C 9.052 5.449 -17.884 -0.13 0.81 1.24
O 9.393 4.587 -16.753 2.33 1.79 -3.44
C 8.392 4.109 -16.025 -1.93 -1.63 2.27
H 6.596 5.589 -22.945 0.07 0.30 -0.73
H 5.224 4.504 -23.478 0.95 -0.43 -0.80
H 6.758 3.915 -22.608 -0.31 -0.66 0.09
H 4.630 6.083 -20.191 0.40 0.05 0.79
H 6.153 6.622 -20.986 0.18 0.31 0.48
H 6.310 3.804 -19.918 -0.33 -0.04 0.25
H 6.429 5.128 -18.682 0.12 -0.37 0.14
H 7.951 4.786 -21.108 1.11 -0.07 0.11
H 9.972 4.934 -19.714 -0.12 0.49 -0.42
H 9.031 3.696 -19.163 -0.34 -0.42 0.70
H 8.215 6.087 -17.601 -0.99 -0.65 -0.22
H 9.765 6.273 -17.882 0.83 -0.52 -0.15
H 7.995 4.814 -15.296 -0.38 0.51 -0.10
H 8.799 3.320 -15.392 0.15 -0.21 0.03
H 7.573 3.624 -16.556 -0.23 0.18 -0.45
C 5.139 4.507 -29.481 -1.68 0.96 -1.38
O 4.979 3.359 -30.279 0.52 -1.84 0.10
C 4.486 3.500 -31.619 -0.58 -0.33 0.59
C 3.021 3.932 -31.618 0.12 0.22 0.86
N 2.262 3.097 -30.607 1.32 0.63 -2.37
C 1.042 3.710 -30.145 -0.24 -0.59 0.67
C 0.140 2.691 -29.405 0.14 0.51 0.83
O 0.285 2.911 -28.019 0.57 1.52 1.49
C -0.108 1.921 -27.136 -0.55 -1.81 -0.43
H 4.138 4.889 -29.282 -0.29 0.35 0.27
H 5.584 5.258 -30.133 0.71 0.37 0.60
H 5.566 4.365 -28.488 0.61 -0.52 -0.56
H 4.470 2.524 -32.104 0.69 -0.19 0.54
H 5.146 4.162 -32.180 -0.13 0.22 -0.14
H 2.617 3.907 -32.630 -0.20 -0.54 0.01
H 3.078 5.002 -31.416 -0.66 0.39 0.64
H 2.950 2.978 -29.877 -0.28 -0.18 0.44
H 0.471 4.138 -30.969 0.22 0.01 -0.13
H 1.316 4.489 -29.434 -0.51 0.40 0.10
H 0.475 1.666 -29.564 -0.40 -0.09 -0.82
H -0.920 2.910 -29.533 -0.15 -0.55 -1.06
H -0.883 1.246 -27.498 -0.05 -0.27 -1.13
H -0.678 2.172 -26.241 0.93 1.26 0.41
H 0.757 1.282 -26.958 0.04 -0.13 0.68
C 8.980 0.765 -26.420 -0.27 1.22 -0.53
O 7.750 1.461 -26.797 1.14 -0.61 1.99
C 7.630 1.783 -28.115 -0.60 -0.82 -3.21
C 7.588 0.523 -29.040 -0.73 1.63 0.00
N 7.041 0.862 -30.376 1.78 -0.25 0.61
C 7.143 -0.341 -31.174 -1.36 -1.03 0.12
C 6.164 -0.473 -32.308 -0.70 0.16 -0.72
O 6.393 0.451 -33.303 -0.41 3.58 -2.00
C 5.237 1.000 -34.048 0.66 -2.00 1.12
H 8.911 -0.322 -26.419 -0.38 0.05 -0.07
H 9.297 1.130 -25.442 -0.38 -0.14 0.12
H 9.780 1.071 -27.094 0.05 -0.11 -0.23
H 8.302 2.500 -28.588 0.91 0.17 0.65
H 6.669 2.255 -28.319 -0.37 0.02 0.65
H 6.939 -0.148 -28.478 -0.08 -0.66 -0.11
H 8.566 0.068 -29.194 0.02 0.00 0.13
H 6.136 1.310 -30.343 -0.16 -0.20 -0.03
H 6.842 -1.162 -30.524 -0.01 -0.66 0.18
H 8.138 -0.639 -31.505 0.31 0.75 -0.03
H 5.133 -0.307 -31.995 -0.20 -0.47 0.66
H 6.242 -1.401 -32.875 -0.03 -0.93 0.97
H 5.137 2.085 -34.067 0.97 -0.04 -0.32
H 4.305 0.691 -33.574 -0.11 -0.32 0.26
H 5.265 0.476 -35.004 -0.08 0.69 -0.33
C -4.819 3.318 -18.652 -0.56 -0.35 1.14
O -5.545 2.161 -18.292 -1.05 -1.01 1.22
C -6.219 2.099 -16.983 2.15 0.34 0.22
C -5.263 2.233 -15.699 -0.54 0.55 -3.45
N -4.294 1.128 -15.719 0.36 1.13 2.37
C -3.343 1.395 -14.562 0.61 -1.86 -0.38
C -1.968 1.988 -14.881 -0.54 1.38 -0.92
O -2.128 3.132 -15.733 0.47 1.30 -0.60
C -2.274 4.438 -15.163 -0.31 -0.67 0.43
H -3.913 3.312 -18.046 0.62 0.27 -0.58
H -5.350 4.230 -18.378 -0.28 0.24 -0.15
H -4.720 3.253 -19.735 0.50 0.19 0.21
H -6.598 1.081 -16.897 -0.41 0.22 -0.42
H -6.971 2.888 -16.964 -0.27 -0.13 0.12
H -5.932 2.367 -14.849 0.29 -0.80 0.33
H -4.727 3.176 -15.814 0.01 0.39 0.16
H -3.733 1.218 -16.555 -0.15 0.11 -0.38
H -3.049 0.409 -14.201 -0.27 -0.26 0.48
H -3.862 1.889 -13.741 0.01 0.20 -0.20
H -1.326 1.348 -15.486 -0.39 -0.51 -0.05
H -1.335 2.195 -14.018 -0.42 0.15 0.35
H -3.083 4.410 -14.433 -0.06 0.18 0.26
H -2.534 5.198 -15.900 -0.16 -0.54 -0.51
H -1.380 4.848 -14.694 0.34 -0.47 0.24
C 0.028 -0.504 -12.566 0.21 0.36 0.20
O 0.322 0.632 -13.406 0.82 -0.17 0.85
C 1.728 1.050 -13.444 -0.25 -0.27 -1.52
C 2.154 0.959 -14.941 0.37 0.45 1.56
N 1.971 -0.398 -15.325 -0.76 -0.32 0.89
C 2.105 -0.612 -16.724 0.31 -1.05 -0.78
C 0.791 -0.626 -17.509 2.82 1.63 -1.48
O 0.034 -1.712 -17.255 -2.08 -1.06 1.54
C -1.176 -1.709 -18.014 0.78 -0.47 0.12
H -0.901 -0.995 -12.854 0.00 0.31 -0.58
H -0.135 -0.226 -11.525 0.21 0.35 0.15
H 0.812 -1.262 -12.582 0.19 0.08 -0.22
H 2.360 0.402 -12.837 -0.16 -0.32 -0.11
H 1.953 2.064 -13.112 -0.89 0.22 0.32
H 3.197 1.259 -15.039 0.30 -0.13 0.17
H 1.626 1.666 -15.581 -0.58 0.33 0.09
H 1.015 -0.583 -15.059 -0.18 -0.56 0.13
H 2.584 -1.582 -16.858 0.16 -0.11 -0.31
H 2.802 0.160 -17.051 -0.13 -0.09 -0.78
H 1.002 -0.748 -18.572 0.71 0.76 -0.49
H 0.408 0.390 -17.407 -1.17 0.06 0.37
H -1.018 -1.153 -18.938 -0.04 -0.03 -0.22
H -2.012 -1.253 -17.484 -0.02 -0.12 0.18
H -1.327 -2.764 -18.243 -0.56 0.16 -0.03
C -1.592 11.371 -21.462 -0.55 0.10 -0.81
O -0.724 10.747 -22.350 1.85 1.16 0.48
C -1.213 9.553 -22.805 -0.75 -0.43 0.41
C -0.193 8.921 -23.685 -0.06 1.08 -0.10
N -0.741 7.807 -24.401 0.14 0.48 -0.22
C 0.316 7.055 -24.987 -0.32 -1.73 -0.11
C -0.321 6.006 -25.862 1.70 -0.24 -2.15
O -0.606 6.638 -27.191 0.05 -0.61 2.60
C -1.198 5.842 -28.183 1.10 0.27 -0.72
H -1.286 12.415 -21.401 0.14 -0.21 0.72
H -1.694 10.780 -20.552 0.18 0.45 0.45
H -2.571 11.381 -21.942 -0.54 0.11 0.10
H -2.160 9.839 -23.263 -0.38 -0.86 -0.66
H -1.393 8.856 -21.986 -0.42 -0.12 0.31
H 0.641 8.616 -23.053 0.14 -0.05 -0.11
H 0.126 9.688 -24.391 0.58 0.19 0.00
H -1.115 8.205 -25.251 -1.17 0.16 0.09
H 0.888 6.518 -24.230 0.09 0.06 0.28
H 1.026 7.631 -25.581 0.11 0.23 -0.16
H -1.111 5.413 -25.401 -0.66 0.65 -0.14
H 0.488 5.285 -25.986 0.05 -0.39 -0.67
H -2.144 5.387 -27.889 -0.18 0.22 -0.18
H -0.520 5.093 -28.593 0.01 -0.51 0.77
H -1.191 6.520 -29.037 -1.16 0.16 -0.06
C 5.590 1.507 -23.732 0.86 -0.94 1.11
O 4.253 1.918 -23.642 0.90 0.85 -1.20
C 3.737 2.335 -24.912 -1.22 -0.38 1.00
C 2.468 3.138 -24.494 0.85 -0.60 1.73
N 1.828 2.602 -23.240 -0.03 -0.12 -2.10
C 1.404 3.667 -22.372 -0.36 -0.68 0.46
C 0.753 3.006 -21.160 -0.36 1.04 -0.29
O -0.317 3.840 -20.745 0.67 -0.44 0.78
C -1.045 3.185 -19.711 -0.67 1.26 0.31
H 5.654 0.477 -24.081 0.02 -0.12 -0.28
H 6.005 1.516 -22.724 -0.25 -0.17 0.24
H 6.317 2.104 -24.284 -0.60 0.46 -0.63
H 3.610 1.449 -25.534 -0.34 -0.15 -0.19
H 4.414 3.006 -25.440 0.20 0.05 0.06
H 1.713 3.327 -25.258 0.29 0.05 -0.09
H 2.989 4.024 -24.131 -0.44 0.95 -0.51
H 2.531 2.067 -22.751 0.11 0.00 -0.02
H 0.612 4.286 -22.795 0.14 -0.01 -0.53
H 2.261 4.298 -22.135 0.01 0.43 0.41
H 1.471 2.906 -20.346 0.04 -0.50 0.14
H 0.233 2.090 -21.441 0.89 -0.50 -0.13
H -2.068 3.270 -20.078 -0.23 -0.60 0.61
H -0.941 3.716 -18.765 -0.16 0.51 -0.01
H -0.729 2.189 -19.403 0.03 -0.36 -0.93
O -1.494 6.025 -22.003 -0.22 0.16 0.10
H -1.155 6.579 -22.706 -0.19 0.42 -0.59
H -0.942 5.243 -22.026 0.06 -0.40 0.49
O 2.119 -0.018 -21.391 0.45 0.20 0.81
H 2.018 -0.970 -21.398 0.01 -0.19 -0.02
H 1.712 0.273 -22.207 -0.36 0.05 -0.53
O 4.510 1.595 -19.612 0.29 0.01 0.29
H 4.463 2.493 -19.940 -0.02 0.29 -0.15
H 3.776 1.147 -20.034 -0.38 -0.34 -0.31
O 0.935 -0.174 -23.878 -0.09 -0.43 -0.07
H 1.534 -0.189 -24.625 0.26 0.09 -0.15
H 0.065 -0.266 -24.267 -0.29 0.05 0.02